This record from the OMol25 dataset describes C20H19Cl2GeN2O5W as an isolated structure. The level of theory is wB97M-V/def2-TZVPD.

```
50
C20H19Cl2GeN2O5W | the OMol25 dataset | wB97M-V/def2-TZVPD
W 0.623 0.591 -1.379
O -3.001 0.908 1.972
C -1.944 1.043 1.243
O -2.095 1.465 0.065
C -0.682 0.656 1.854
C -0.637 0.500 3.245
C 0.552 0.167 3.857
C 1.675 0.006 3.057
C 1.550 0.144 1.685
N 0.385 0.448 1.062
C 2.660 0.019 0.730
O 3.878 -0.251 1.005
O 2.369 0.195 -0.464
H -3.822 1.233 1.555
H -1.539 0.666 3.820
H 0.617 0.046 4.931
H 2.629 -0.221 3.516
H 4.132 -0.332 1.938
Cl -1.981 -0.115 -5.370
C -1.158 -1.336 -4.524
C -1.020 -2.623 -5.071
C -0.366 -3.628 -4.399
Cl -0.239 -5.174 -5.090
C 0.213 -3.379 -3.113
C 0.889 -4.315 -2.327
C 1.395 -3.929 -1.096
C 1.250 -2.624 -0.668
N 0.627 -1.680 -1.386
C 0.093 -2.072 -2.597
C -0.597 -1.075 -3.289
O -0.625 0.115 -2.633
H -1.447 -2.822 -6.045
H 1.016 -5.331 -2.679
H 1.910 -4.639 -0.464
H 1.637 -2.327 0.299
C 0.161 4.002 1.132
Ge 0.615 2.943 -0.493
C 0.388 4.176 -2.038
C 1.881 1.101 -3.024
C -1.170 1.924 -0.875
H -0.448 4.832 0.781
H 1.068 4.406 1.581
H -0.379 3.450 1.901
H 1.250 4.841 -2.106
H -0.495 4.792 -1.878
H 0.301 3.632 -2.977
H 2.652 1.854 -2.858
H 1.338 1.389 -3.927
H 2.412 0.164 -3.257
H -1.750 2.241 -1.732
```

## Properties
HOMO energy = -16.957 eV
F_max = 3.050 eV/A
Gap between HOMO and LUMO = 5.48 eV
Net charge = +3